# 1
50
Properties=species:S:1:pos:R:3:lowdin_charge:R:1 method="wB97M-V/def2-TZVPD" homo_energy_ha=-0.211 charge=-1 orbital_gap_ev=8.197 multiplicity=1 total_energy_ev=-42573.453
S 3.357 -2.409 -0.514 0.68
O -2.765 1.512 2.307 -0.06
O 2.655 -1.641 3.884 -0.10
O 0.465 -1.215 2.191 -0.07
O -2.304 -3.674 0.436 -0.05
O -1.371 0.685 -1.795 -0.30
O -4.048 0.398 -1.523 -0.14
O 2.424 2.749 0.764 -0.13
O -0.150 2.992 1.275 -0.08
O 3.259 0.340 1.833 -0.01
O -2.249 -1.040 2.466 -0.10
O -0.453 2.581 -2.990 -0.11
O 2.037 2.900 -1.945 -0.08
O -1.516 -1.408 -3.349 -0.08
N -0.504 -1.051 -0.563 -0.06
C -1.047 0.367 -0.574 -0.40
C 0.899 -0.865 -0.908 -0.29
C 1.628 -2.303 -1.161 -0.51
H 1.560 -0.277 -0.063 0.12
H -2.163 -1.866 -2.884 -0.02
H -0.888 2.011 -2.348 -0.06
H -1.553 -0.519 -2.886 0.01
H -2.244 -1.080 1.429 0.07
H -2.464 -3.217 1.235 -0.02
H 2.322 2.623 -0.228 0.02
H 3.111 -2.059 3.153 0.02
H -1.478 -3.185 0.240 0.01
H 0.439 -1.419 1.211 0.03
H -0.529 1.872 -3.682 0.07
H -1.986 0.452 -0.011 0.08
H 2.279 2.877 -2.928 0.10
H 3.915 -2.064 -1.711 -0.14
H -2.226 2.094 1.678 0.08
H -2.423 -0.142 2.723 -0.03
H 1.502 -2.513 -2.264 0.08
H -3.649 1.699 2.522 0.03
H -0.337 -0.774 2.410 0.00
H 0.911 -3.064 -0.783 0.06
H -3.267 1.041 -1.852 0.10
H 3.182 0.314 2.780 0.05
H 0.864 2.770 1.475 0.07
H 1.161 2.588 -1.869 -0.03
H -0.112 3.548 0.588 -0.05
H -0.149 0.967 -0.202 0.12
H 0.956 -0.230 -1.726 0.08
H -0.882 -1.613 -1.278 0.05
H 2.862 1.872 1.084 0.05
H -3.590 0.051 -0.735 -0.01
H 2.789 -0.359 1.548 -0.09
H 1.771 -1.314 3.538 0.03

---

# 2
18
Properties=species:S:1:pos:R:3:lowdin_charge:R:1 method="wB97M-V/def2-TZVPD" homo_energy_ha=-0.329 smiles="NCCC=O.O.O" orbital_gap_ev=9.549 multiplicity=1 total_energy_ev=-10919.814 de_lowest_kj_mol=308.0
O 2.606 0.336 -1.946 -0.09
O 1.126 -0.476 -0.263 0.01
O -0.522 1.149 -2.417 -0.04
N -2.319 -1.139 1.756 -0.01
C -0.293 0.418 1.357 -0.10
C 0.668 0.550 0.145 -0.27
C -0.820 -1.131 1.672 -0.23
H 0.410 0.913 -2.313 0.00
H -1.166 0.938 0.930 0.10
H 2.686 -0.079 -2.854 0.09
H -0.397 -1.379 2.677 0.10
H -0.269 -1.761 0.908 0.10
H 3.437 0.295 -1.446 0.05
H -2.620 -0.814 0.830 0.07
H -0.621 1.943 -2.898 0.02
H 0.109 0.650 2.253 0.05
H 0.650 1.624 -0.244 0.13
H -2.667 -2.037 1.851 0.02

---

# 3
43
Properties=species:S:1:pos:R:3:lowdin_charge:R:1 method="wB97M-V/def2-TZVPD" homo_energy_ha=-0.300 smiles="Cc1sc(NC(=O)C2CCCCC2)c(C#N)c1-c1ccccc1" orbital_gap_ev=8.819 multiplicity=1 total_energy_ev=-35891.595 de_lowest_kj_mol=60.7
S -0.142 -1.743 0.296 1.19
O -2.594 -1.256 0.593 0.00
N 1.246 3.094 0.190 0.17
N -1.408 0.637 0.482 0.12
C -3.804 0.855 0.726 -0.23
C 4.034 0.943 0.737 -0.03
C -5.065 0.049 1.052 -0.15
C -4.016 1.681 -0.552 -0.16
C -5.516 -0.809 -0.128 -0.20
C 5.358 1.313 0.599 -0.07
C 1.594 -1.690 0.087 -0.49
C 2.348 -2.970 0.010 -0.10
C -2.589 -0.043 0.592 -0.44
C 4.287 -0.620 -1.067 -0.03
C 2.078 -0.416 0.057 -0.20
C 5.611 -0.246 -1.202 -0.08
C 6.151 0.718 -0.369 -0.09
C 1.191 1.946 0.195 -0.21
C 3.485 -0.032 -0.093 -0.18
C 1.033 0.555 0.209 -0.21
C -0.209 -0.026 0.338 -0.43
C -5.717 0.043 -1.376 -0.20
C -4.429 0.786 -1.716 -0.19
H 1.910 -3.703 0.685 0.07
H 3.422 1.405 1.498 0.11
H -4.761 -1.570 -0.324 0.11
H 6.222 -0.706 -1.965 0.10
H -3.637 0.062 -1.922 0.12
H -5.861 0.747 1.321 0.12
H -6.517 0.767 -1.204 0.11
H -3.596 1.542 1.558 0.15
H -4.808 2.410 -0.362 0.12
H -1.377 1.648 0.499 0.15
H 5.773 2.069 1.249 0.10
H 2.309 -3.384 -0.998 0.08
H -6.447 -1.316 0.132 0.11
H -4.570 1.395 -2.612 0.11
H 7.186 1.009 -0.476 0.10
H -6.013 -0.590 -2.214 0.11
H 3.391 -2.814 0.280 0.08
H -4.869 -0.593 1.913 0.12
H 3.862 -1.353 -1.736 0.12
H -3.111 2.236 -0.810 0.11

---

# 4
150
Properties=species:S:1:pos:R:3:lowdin_charge:R:1 method="wB97M-V/def2-TZVPD" homo_energy_ha=-0.180 charge=-1 orbital_gap_ev=5.860 multiplicity=1 total_energy_ev=-1294751.955
Cl -10.658 0.710 -2.733 0.52
Cl 2.186 -1.460 6.488 0.51
Cl 4.727 -5.623 2.049 0.54
Cl 0.987 8.184 -0.809 0.53
Cl -0.502 3.459 3.634 0.52
Cl 6.083 -3.243 2.938 0.54
Cl -0.598 -3.665 11.060 0.52
Cl -4.324 9.960 0.845 0.50
Cl -8.221 5.267 4.114 0.48
Cl -1.786 -2.509 1.004 0.55
Cl 4.321 -10.108 3.653 0.52
Cl -2.677 0.548 -4.137 0.56
Cl -11.993 10.053 1.966 0.50
Cl 4.391 -4.674 4.785 0.46
Cl -11.942 12.931 1.992 0.52
Cl -0.295 -1.521 7.961 0.48
Cl 4.773 -14.712 -8.399 0.50
Cl 4.285 -1.596 10.528 0.51
Cl 8.854 14.163 -0.267 0.52
Cl -8.389 3.217 6.142 0.53
Cl -5.497 -1.649 -4.357 0.50
Cl -3.824 6.135 0.170 0.50
Cl -1.703 3.692 1.020 0.48
Cl -5.578 11.978 2.488 0.51
Cl -0.982 -5.807 -7.635 0.55
Cl 0.301 0.711 6.217 0.52
Cl 2.508 -9.978 5.895 0.51
Cl 0.911 -1.521 1.390 0.50
Cl -12.710 11.524 -0.406 0.52
Cl -9.533 8.028 3.360 0.49
Cl -2.679 -6.061 -5.319 0.48
Cl 7.032 -13.033 -7.770 0.53
Cl 5.388 0.634 9.059 0.52
Cl -6.464 5.260 0.949 0.48
Cl 1.752 0.363 8.675 0.52
Cl -3.557 -7.085 -7.869 0.52
Cl 1.281 -4.216 8.948 0.50
Cl 8.528 12.182 1.804 0.51
Cl -0.541 1.190 1.860 0.49
Cl 1.612 -10.624 -6.344 0.52
Cl 1.139 4.304 -2.889 0.48
Cl 1.587 -1.803 -8.181 0.52
Cl 4.753 -13.092 -6.007 0.52
Cl -10.466 3.463 4.155 0.53
Cl 9.460 -2.396 -0.526 0.53
Cl -8.554 2.142 -1.368 0.51
Cl 5.877 6.893 2.482 0.53
Cl 3.595 -7.548 4.766 0.48
Cl 7.409 8.897 3.884 0.52
Cl 5.764 9.647 1.637 0.50
Cl -10.187 5.474 6.205 0.52
Cl -9.235 -0.542 -0.557 0.52
Cl 9.081 -1.429 -3.216 0.57
Cl 2.620 2.236 -4.271 0.61
Cl 5.433 -2.014 7.918 0.51
Cl -5.246 4.257 -1.459 0.49
Cl -2.670 3.325 -3.445 0.53
Cl -0.828 -6.095 9.533 0.51
Cl 7.137 -1.378 10.156 0.52
Cl -8.683 10.213 1.669 0.51
Cl -1.000 -1.454 3.578 0.49
Cl -2.999 2.127 3.049 0.53
Cl -6.575 -3.422 -2.338 0.53
Cl 11.745 -1.671 -2.133 0.51
Cl 1.789 -12.829 -8.190 0.50
Cl 1.652 -9.077 3.290 0.52
Cl -4.399 12.702 -0.043 0.52
Cl 6.874 14.545 1.796 0.52
Cl 0.404 -10.419 -8.956 0.52
Cl 3.206 -3.248 2.595 0.49
Cl -0.235 6.646 1.303 0.49
Cl -14.467 11.539 1.883 0.52
Cl -0.742 -12.168 -6.970 0.51
Cl 1.701 0.605 -9.764 0.48
Cl -6.128 7.010 -1.334 0.52
Cl 0.832 1.518 -2.159 0.56
Cl -1.416 -8.397 -6.449 0.50
Cl 6.495 -15.383 -6.185 0.52
Cl -2.714 11.945 2.174 0.52
Cl -4.095 -4.056 -3.686 0.50
Cl 9.962 0.374 -1.147 0.52
Cl -6.786 8.205 2.522 0.49
Cl -4.190 -1.892 -1.789 0.52
Cl -8.850 7.547 0.604 0.51
Cl 3.288 2.902 -1.544 0.50
Cl -4.906 1.627 -2.656 0.45
Cl -7.902 -0.088 -3.070 0.48
Cl -2.413 -5.704 4.002 0.52
Cl -1.915 -4.250 6.464 0.49
Cl 1.364 -5.757 11.383 0.52
Cl 4.114 -0.505 -8.625 0.62
Cl 2.266 8.001 1.775 0.49
Cl -4.404 -5.648 6.087 0.53
Cl 2.788 -1.862 -10.804 0.48
Cl 2.180 5.700 0.038 0.51
Cl 4.533 8.850 4.119 0.50
Cl -1.959 -7.144 6.448 0.50
Cl 6.491 12.512 -0.212 0.51
Cl 0.039 -3.967 2.685 0.50
Cl -2.352 1.357 -1.366 0.49
O 4.586 -2.199 -6.317 -0.13
O 4.245 -2.258 -3.040 -0.09
O 3.651 -0.376 -5.303 -0.13
N 1.695 -3.187 -2.840 0.08
N 2.127 -2.312 -3.896 0.00
C 4.608 -4.200 3.075 -2.02
C -12.779 11.508 1.360 -2.06
C 7.688 13.350 0.781 -2.06
C -2.669 -5.683 5.746 -2.04
C 0.983 -0.478 7.327 -2.03
C -1.433 2.619 2.384 -2.02
C 0.307 -4.937 10.227 -2.05
C 0.478 -2.890 -2.509 -0.38
C -8.464 8.502 2.039 -2.01
C 1.969 2.741 -2.724 -2.01
C 5.559 -1.087 9.413 -2.06
C 2.572 -0.886 -9.330 -2.04
C 5.551 -2.788 -3.077 -0.28
C -5.422 5.665 -0.422 -2.01
C 0.058 -1.439 -2.480 -0.12
C 0.766 -11.509 -7.617 -2.06
C 3.966 -1.609 -5.393 -0.67
C -0.486 -4.004 -2.198 -0.05
C 3.020 -9.176 4.403 -2.05
C 5.896 8.570 3.027 -2.06
C -4.257 11.644 1.366 -2.06
C 1.301 7.130 0.576 -2.03
C -0.462 -2.363 2.163 -2.00
C 10.057 -1.281 -1.761 -2.05
C -9.312 4.352 5.152 -2.05
C -3.147 1.713 -2.907 -2.00
C -2.155 -6.838 -6.821 -2.04
C -5.096 -2.756 -3.036 -2.01
C -9.089 0.555 -1.934 -2.04
C 6.098 -2.938 -1.656 -0.09
C 3.527 -2.540 -4.222 -0.32
C 5.763 -14.051 -7.088 -2.06
H -0.634 -4.146 -1.123 0.04
H -0.056 -4.927 -2.587 0.07
H 5.629 -3.720 -3.645 0.12
H 6.192 -2.067 -3.602 0.10
H -0.354 -1.135 -1.512 0.03
H 1.571 -2.611 -4.687 0.13
H -0.624 -1.183 -3.295 0.04
H 0.962 -0.866 -2.643 0.00
H 6.768 -3.799 -1.646 0.06
H 6.632 -2.032 -1.372 0.03
H -1.427 -3.825 -2.714 0.03
H 3.640 -3.599 -4.497 0.13
H 5.277 -3.083 -0.952 0.07

---

# 5
45
Properties=species:S:1:pos:R:3:lowdin_charge:R:1 method="wB97M-V/def2-TZVPD" homo_energy_ha=-0.433 charge=+1 orbital_gap_ev=7.927 multiplicity=1 total_energy_ev=-101274.478 de_lowest_kj_mol=59.4
Zr -0.320 -0.040 0.419 1.68
Se -1.009 0.446 2.874 0.71
O -0.378 -2.414 -0.123 0.06
O 1.425 -1.217 0.068 -0.16
O -2.858 -1.957 -1.987 0.18
O -1.915 -0.350 -0.722 -0.22
O 0.653 0.572 -1.808 -0.16
O -0.757 2.100 0.219 -0.11
O -0.338 4.236 0.779 0.05
N -0.088 -3.822 4.642 0.07
N 1.640 1.375 1.013 0.00
N 1.263 2.721 1.012 0.07
C -0.389 0.421 -2.832 -0.23
C 0.835 -3.156 3.958 -0.13
C -1.271 -3.239 4.808 -0.12
C -0.736 -1.082 -2.687 -0.06
C 0.617 -1.930 -0.674 -0.57
C 0.624 -1.894 3.418 -0.13
C -1.595 -1.988 4.300 -0.10
C 0.361 0.680 -4.123 -0.08
C -1.708 4.593 0.433 0.04
C 1.553 -0.449 -2.379 -0.23
C -1.951 -1.221 -1.762 -0.53
C -0.003 2.993 0.654 -0.56
C -0.621 -1.305 3.592 -0.63
C 0.652 -1.673 -2.182 -0.06
C 1.695 -0.044 -3.843 -0.07
H -2.006 -3.802 5.372 0.11
H -1.206 1.098 -2.609 0.16
H 1.864 1.081 1.962 0.10
H -2.578 -1.565 4.451 0.10
H 1.831 3.422 1.466 0.18
H -1.868 4.429 -0.629 0.11
H -1.790 5.644 0.680 0.11
H 0.916 -2.562 -2.750 0.17
H 2.550 0.613 -3.980 0.12
H 2.476 -0.477 -1.816 0.16
H 1.844 -0.921 -4.471 0.13
H -2.400 3.997 1.021 0.11
H -0.175 0.288 -4.984 0.13
H 1.423 -1.394 2.886 0.08
H -1.002 -1.535 -3.638 0.17
H 0.509 1.748 -4.270 0.12
H 1.793 -3.649 3.834 0.11
H 2.442 1.228 0.407 0.13

---

# 6
45
Properties=species:S:1:pos:R:3:lowdin_charge:R:1 method="wB97M-V/def2-TZVPD" homo_energy_ha=-0.368 orbital_gap_ev=9.656 multiplicity=1 total_energy_ev=-31197.812 de_lowest_kj_mol=371.8
O 2.565 -0.154 3.535 0.00
O -1.457 3.031 0.393 -0.08
O 1.803 0.822 -0.951 -0.06
O -2.941 -2.506 1.777 -0.07
O -1.349 -3.966 -0.634 -0.12
O 0.276 -1.996 -1.544 -0.06
O -0.480 -1.008 -3.981 -0.10
O 0.755 2.008 -3.078 -0.04
O -2.769 0.472 3.049 -0.10
O 1.952 -1.233 -3.112 -0.04
O 3.362 2.813 0.635 -0.05
O -1.161 2.846 2.990 -0.13
O -1.731 0.452 -2.208 -0.02
O 0.278 -2.341 3.294 -0.08
O -0.759 0.396 0.671 -0.07
H -1.269 2.580 2.014 0.00
H -1.811 3.596 2.970 0.07
H -0.790 -1.550 -3.235 0.03
H 2.280 -2.113 -3.290 0.09
H -2.304 1.187 -2.252 0.03
H 3.917 2.733 1.467 0.09
H -0.793 -0.467 1.086 0.03
H 3.485 -0.230 3.347 0.03
H -0.476 3.148 0.278 0.09
H 2.532 -0.487 -3.296 0.09
H -0.820 -4.430 -1.297 0.02
H 3.318 3.714 0.364 0.03
H 1.097 -2.318 -1.839 0.02
H 1.727 1.538 -0.287 0.05
H 0.485 -0.775 -3.770 0.03
H -1.170 0.311 -2.950 -0.04
H 2.367 1.399 -1.494 0.05
H 0.216 1.649 -3.747 0.01
H 0.439 -1.037 -1.459 0.04
H -2.490 1.429 3.164 0.02
H 2.102 0.599 3.761 0.00
H -1.594 0.206 0.168 0.06
H 0.949 1.473 -2.308 -0.04
H -0.007 -3.004 2.565 0.08
H -1.056 -2.987 -0.758 0.04
H -2.197 -0.038 3.631 0.03
H -1.678 2.086 0.170 0.04
H 0.916 -1.783 2.853 -0.01
H -3.476 -2.994 1.138 0.04
H -2.242 -3.071 2.170 0.03